Record 1
A single C5H7NOS molecule at a distorted geometry. Source: OMol25; level of theory: ωB97M-V/def2-TZVPD.

Output
spin multiplicity = 1
ΔE to the lowest compared entry with this formula, charge and spin = 323.2 kJ/mol
HOMO energy = -7.697 eV
maximum force = 6.2 eV/A

Last column: natural (NBO) charge in e.
Positions of all 15 atoms, in Å:
C  0.61591  -1.35767  -0.19738  0.051
C  1.90424  -1.76982  -0.01543  -0.565
C  1.97563  0.87105  0.15226  0.485
C  -2.06369  0.79048  0.66603  -0.597
C  -0.94162  0.60338  -0.48616  -0.224
N  0.27307  -0.06401  -0.28188  -0.512
O  2.02746  2.00812  -0.02745  -0.492
S  3.01920  -0.43168  0.23916  0.387
H  -0.23721  -2.16908  -0.30949  0.208
H  2.25361  -2.71897  -0.21942  0.242
H  -2.60960  -0.16383  0.85390  0.200
H  -1.66139  0.99136  1.55764  0.205
H  -2.66106  1.55180  0.43548  0.207
H  -1.35087  0.21894  -1.42717  0.197
H  -0.54367  1.63993  -0.94008  0.208

***

Record 2
2 unconnected molecules or ions with the total composition C5H7NOS at a distorted geometry. Source: OMol25; level of theory: ωB97M-V/def2-TZVPD.

Output
spin multiplicity = 1
ΔE to the lowest compared entry with this formula, charge and spin = 484.9 kJ/mol
HOMO energy = -8.705 eV
maximum force = 3.9 eV/A

Last column: natural (NBO) charge in e.
Positions of all 15 atoms, in Å:
C  -0.81084  -0.54003  0.15282  -0.212
C  -0.85006  0.60038  -0.74819  -0.252
C  3.04455  -0.88624  -0.38878  0.093
C  -0.09240  -0.54753  1.24642  -0.381
C  -0.00070  1.64528  -0.63207  -0.371
N  2.39936  -1.66176  -1.02757  -0.544
O  3.01996  1.49011  0.66021  -0.941
S  3.88177  0.44755  0.09107  0.985
H  -1.48108  -1.27836  -0.10913  0.186
H  -1.82727  0.54836  -1.22255  0.204
H  -0.14173  -1.41774  1.88561  0.196
H  0.55716  0.20824  1.31590  0.196
H  0.98614  1.68058  -0.04177  0.229
H  -0.11674  2.58276  -1.12718  0.195
H  2.08358  -2.62162  -0.74449  0.418

***

Record 3
A single C5H7NOS molecule at a distorted geometry. Source: OMol25; level of theory: ωB97M-V/def2-TZVPD.

Output
spin multiplicity = 1
ΔE to the lowest compared entry with this formula, charge and spin = 160.6 kJ/mol
SMILES string = C=CS/C(C=O)=C\N
HOMO energy = -8.632 eV
maximum force = 3.0 eV/A

Last column: natural (NBO) charge in e.
Positions of all 15 atoms, in Å:
C  1.06143  1.64720  -0.96931  -0.435
C  1.49409  0.44831  -1.36601  -0.378
S  0.78825  -1.11450  -1.06509  0.282
C  -0.60770  -0.67050  -0.08665  -0.482
C  -1.96396  -0.43722  -0.67679  0.417
O  -2.96411  -0.15136  -0.05345  -0.557
C  -0.53878  -0.58552  1.24980  0.133
N  0.49458  -0.78840  2.06467  -0.764
H  0.13956  1.73514  -0.37087  0.206
H  1.53498  2.57595  -1.34107  0.213
H  2.29958  0.41667  -2.09759  0.222
H  -1.85353  -0.36921  -1.76147  0.116
H  -1.55846  -0.46979  1.77951  0.231
H  1.34591  -1.18223  1.66747  0.399
H  0.32815  -1.05453  3.02685  0.398

***

Record 4
A single C5H7NOS molecule at a distorted geometry. Source: OMol25; level of theory: ωB97M-V/def2-TZVPD.

Output
spin multiplicity = 1
ΔE to the lowest compared entry with this formula, charge and spin = 382.3 kJ/mol
SMILES string = CC(=O)C(=S)/C=C\N
HOMO energy = -8.464 eV
maximum force = 6.0 eV/A

Last column: natural (NBO) charge in e.
Positions of all 15 atoms, in Å:
C  -2.56133  -0.70332  0.12101  -0.734
C  -1.56742  0.46515  -0.09152  0.536
O  -1.86750  1.71045  0.12115  -0.526
C  -0.12892  0.04927  -0.06867  -0.254
S  0.18001  -1.52323  -0.09298  -0.016
C  0.71377  1.18049  -0.16512  -0.377
C  2.07106  0.97478  0.01785  0.143
N  2.86390  -0.16084  0.07837  -0.753
H  -2.73952  -1.56974  -0.56618  0.252
H  -2.53502  -1.05121  1.29893  0.255
H  -3.34572  -0.08480  -0.06841  0.223
H  0.39536  2.21134  -0.64790  0.270
H  2.73874  1.73032  0.16187  0.182
H  2.40047  -1.00409  0.20785  0.398
H  3.93536  -0.21615  0.70252  0.400